This record from OMol25 describes C3H10AgIO3 as an isolated structure in a non-equilibrium geometry. The level of theory is wB97M-V/def2-TZVPD.

Atoms and positions in Å:
Ag (-0.32, -1.14, -3.33)
I (1.17, -0.60, -1.01)
C (3.45, -3.93, 0.30)
O (3.92, -2.67, -0.16)
H (2.82, -4.42, -0.45)
H (4.30, -4.56, 0.53)
H (2.80, -3.82, 1.18)
H (3.16, -2.10, -0.31)
C (-2.20, 1.59, 0.42)
C (-2.10, 3.00, -0.11)
O (-2.63, 3.97, 0.81)
O (-1.09, 1.30, 1.26)
H (-2.28, 0.88, -0.40)
H (-3.11, 1.56, 1.04)
H (-2.57, 3.13, -1.09)
H (-1.04, 3.24, -0.24)
H (-3.56, 4.09, 0.60)
H (-0.72, 0.47, 0.96)

Properties
- charge = 0
- E_tot (eV) = -21514.21366
- orbital gap (eV) = 7.0
- LUMO (eV) = -2.267

This record from OMol25 describes an isolated molecule of C22H28ClN3O4 in a non-equilibrium geometry. The level of theory is wB97M-V/def2-TZVPD.

Atoms and positions in Å:
C (-5.19, -0.44, 1.47)
C (-5.05, -1.41, 0.31)
O (-4.31, -2.53, 0.75)
C (-4.31, -3.64, -0.13)
C (-3.32, -3.52, -1.29)
H (-3.50, -2.60, -1.84)
H (-3.49, -4.36, -1.97)
C (-1.87, -3.55, -0.80)
N (-1.56, -2.39, 0.00)
C (-0.52, -1.58, -0.27)
O (0.30, -1.81, -1.14)
C (-0.45, -0.36, 0.67)
N (0.82, 0.34, 0.67)
C (1.93, -0.49, 1.11)
H (1.65, -1.00, 2.03)
C (3.14, 0.42, 1.38)
N (3.47, 1.15, 0.19)
C (4.63, 1.10, -0.51)
O (4.84, 1.82, -1.47)
C (5.64, 0.10, -0.07)
C (5.56, -1.26, 0.09)
C (6.87, -1.70, 0.35)
C (7.65, -0.59, 0.32)
O (6.92, 0.50, 0.06)
H (8.70, -0.45, 0.47)
H (7.19, -2.71, 0.53)
H (4.68, -1.87, 0.02)
C (2.36, 1.94, -0.30)
C (1.17, 1.03, -0.57)
H (0.32, 1.63, -0.89)
H (1.43, 0.31, -1.36)
H (2.68, 2.44, -1.22)
H (2.09, 2.69, 0.45)
H (3.99, -0.17, 1.72)
H (2.86, 1.14, 2.16)
H (2.20, -1.24, 0.35)
C (-1.57, 0.61, 0.36)
C (-2.18, 0.65, -0.89)
C (-3.20, 1.55, -1.16)
C (-3.61, 2.42, -0.16)
C (-3.00, 2.42, 1.08)
C (-1.99, 1.51, 1.33)
H (-1.50, 1.50, 2.30)
H (-3.32, 3.11, 1.84)
Cl (-4.89, 3.54, -0.48)
H (-3.67, 1.58, -2.13)
H (-1.85, -0.02, -1.67)
H (-0.60, -0.73, 1.69)
H (-2.26, -2.14, 0.69)
H (-1.70, -4.46, -0.21)
H (-1.18, -3.55, -1.65)
H (-5.33, -3.79, -0.52)
H (-4.05, -4.50, 0.49)
H (-4.54, -0.92, -0.53)
H (-6.04, -1.74, -0.04)
H (-5.72, -0.92, 2.29)
H (-4.21, -0.13, 1.82)
H (-5.74, 0.44, 1.15)

Properties
- charge = 0
- E_tot (eV) = -48451.29665
- orbital gap (eV) = 9.2
- SMILES string = CCOCCCNC(=O)[C@H](c1ccc(Cl)cc1)N1CCN(C(=O)c2ccco2)CC1
- energy relative to the best compared isomer or geometry (same formula, charge and spin) (kcal per mole) = 59.1
- LUMO (eV) = 0.609

This record from OMol25 describes C3H6N2S as an isolated structure in a non-equilibrium geometry. The level of theory is wB97M-V/def2-TZVPD.

Atoms and positions in Å:
C (-0.69, 0.80, -0.12)
C (-0.49, -0.42, -1.02)
C (0.51, 0.49, 0.82)
N (0.31, -0.95, 1.00)
N (0.46, -1.25, -0.38)
S (2.04, 0.44, -0.31)
H (-0.51, 1.84, -0.70)
H (-1.62, 0.59, 0.49)
H (-1.31, -1.19, -1.18)
H (-0.20, 0.04, -2.01)
H (0.75, 1.08, 1.68)
H (0.76, -1.47, 1.74)

Properties
- charge = 0
- E_tot (eV) = -17019.23791
- orbital gap (spin up / spin down) (eV) = 8.1 / 7.5
- energy relative to the best compared isomer or geometry (same formula, charge and spin) (kcal per mole) = 110.8
- LUMO (spin up / spin down) (eV) = -0.560 / -0.992

This record from OMol25 describes an isolated molecule of C2H2IN2PS in a non-equilibrium geometry. The level of theory is wB97M-V/def2-TZVPD.

Atoms and positions in Å:
C (-0.02, 0.41, 0.47)
C (0.87, -1.04, -1.21)
N (0.52, 1.00, -0.51)
N (1.05, 0.17, -1.44)
P (-0.90, 1.46, 1.60)
S (-0.05, -1.45, 0.25)
I (1.46, -2.29, -2.83)
H (-0.80, 0.73, 2.76)
H (-2.14, 1.01, 0.93)

Properties
- charge = 0
- E_tot (eV) = -33308.90302
- orbital gap (eV) = 9.6
- SMILES string = Pc1nnc(I)s1
- energy relative to the best compared isomer or geometry (same formula, charge and spin) (kcal per mole) = 10.4
- LUMO (eV) = -0.132

This record from OMol25 describes C4H6N2O2 as an isolated structure in a non-equilibrium geometry. The level of theory is wB97M-V/def2-TZVPD.

Atoms and positions in Å:
C (-1.04, -0.31, 1.96)
C (-0.36, -0.05, 0.93)
C (-0.25, 0.06, -1.34)
C (1.65, 0.29, 0.13)
H (-0.33, -1.35, 2.54)
H (-2.18, -0.05, 2.48)
H (-1.84, 0.81, -0.57)
H (-0.14, -0.64, -3.12)
H (1.39, 1.32, -0.02)
H (2.65, -0.04, 0.01)
N (-0.82, 0.53, -0.29)
N (-0.84, -0.07, -2.39)
O (1.18, -0.08, -1.22)
O (0.94, -0.42, 0.89)

Properties
- charge = 0
- E_tot (eV) = -11315.31639
- orbital gap (eV) = 9.6
- energy relative to the best compared isomer or geometry (same formula, charge and spin) (kcal per mole) = 132.0
- LUMO (eV) = 0.802

This record from OMol25 describes a 9-piece molecular cluster, C18H27N9 overall in a non-equilibrium geometry. The level of theory is wB97M-V/def2-TZVPD.

Atoms and positions in Å:
C (1.60, 1.03, 4.38)
C (0.42, 1.07, 3.55)
N (-0.52, 1.10, 2.93)
H (1.76, 0.04, 4.81)
H (1.50, 1.78, 5.17)
H (2.49, 1.25, 3.80)
C (-0.34, 0.48, -4.44)
C (-0.09, 1.25, -5.62)
N (0.06, 1.86, -6.61)
H (-1.36, 0.11, -4.38)
H (-0.13, 0.97, -3.49)
H (0.37, -0.34, -4.50)
C (0.17, -0.90, -0.25)
C (1.21, -0.70, 0.77)
N (2.01, -0.64, 1.56)
H (-0.07, -1.94, -0.47)
H (0.65, -0.36, -1.06)
H (-0.72, -0.41, 0.15)
C (-4.28, -1.33, 0.97)
C (-5.20, -0.30, 1.40)
N (-5.95, 0.57, 1.77)
H (-3.23, -1.22, 1.23)
H (-4.28, -1.17, -0.11)
H (-4.55, -2.36, 1.21)
C (-4.99, 2.60, -1.11)
C (-3.64, 1.99, -1.05)
N (-2.58, 1.50, -0.91)
H (-5.60, 2.01, -1.80)
H (-4.89, 3.65, -1.38)
H (-5.61, 2.63, -0.22)
C (3.69, -1.48, -2.42)
C (3.03, -0.14, -2.55)
N (2.54, 0.95, -2.74)
H (4.49, -1.32, -1.70)
H (4.08, -1.79, -3.39)
H (2.92, -2.12, -1.97)
C (5.23, 0.50, 2.17)
C (5.76, -0.84, 2.18)
N (6.23, -1.92, 2.20)
H (4.35, 0.59, 2.81)
H (4.91, 0.64, 1.14)
H (6.02, 1.19, 2.46)
C (0.94, 3.15, 0.42)
C (2.11, 3.03, 1.31)
N (3.04, 3.00, 1.98)
H (1.14, 2.50, -0.44)
H (0.79, 4.17, 0.08)
H (0.06, 2.81, 0.96)
C (-2.66, -4.92, 0.47)
C (-2.44, -3.77, -0.43)
N (-2.28, -2.78, -1.10)
H (-2.09, -5.84, 0.28)
H (-3.69, -5.28, 0.51)
H (-2.37, -4.58, 1.46)

Properties
- charge = -1
- E_tot (eV) = -32510.66886
- orbital gap (spin up / spin down) (eV) = 2.1 / 11.1
- energy relative to the best compared isomer or geometry (same formula, charge and spin) (kcal per mole) = 2.3
- LUMO (spin up / spin down) (eV) = 2.354 / 2.264
- multiplicity = 2

This record from OMol25 describes C5H5Br15 as an isolated structure in a non-equilibrium geometry. The level of theory is wB97M-V/def2-TZVPD.

Atoms and positions in Å:
C (-18.21, -7.24, 6.71)
Br (-18.54, -7.89, 4.88)
Br (-18.78, -8.71, 7.94)
Br (-19.08, -5.53, 7.22)
H (-17.14, -7.05, 6.80)
C (-14.51, -10.17, 1.84)
Br (-16.46, -10.51, 2.04)
Br (-14.01, -9.52, 0.01)
Br (-13.56, -11.90, 2.13)
H (-14.17, -9.47, 2.60)
C (-10.88, -12.06, 6.56)
Br (-10.44, -12.97, 8.28)
Br (-10.63, -10.12, 6.77)
Br (-12.77, -12.57, 6.08)
H (-10.11, -12.44, 5.89)
C (-7.81, -5.83, 5.33)
Br (-8.01, -5.35, 3.39)
Br (-5.96, -6.44, 5.69)
Br (-9.21, -7.15, 5.75)
H (-7.96, -4.91, 5.89)
C (-12.52, -7.16, 5.24)
Br (-12.19, -7.87, 3.48)
Br (-14.36, -7.60, 5.88)
Br (-12.11, -5.25, 5.09)
H (-11.84, -7.72, 5.87)

Properties
- charge = 0
- E_tot (eV) = -1055900.64070
- orbital gap (eV) = 9.3
- energy relative to the best compared isomer or geometry (same formula, charge and spin) (kcal per mole) = 25.8
- LUMO (eV) = -0.979

This record from OMol25 describes a 7-piece molecular cluster, C24H66N4O11 overall in a non-equilibrium geometry. The level of theory is wB97M-V/def2-TZVPD.

Atoms and positions in Å:
C (-5.34, -6.43, -0.21)
O (-4.81, -5.18, -0.26)
C (-5.51, -4.19, 0.46)
C (-4.44, -3.09, 0.82)
N (-3.31, -3.70, 1.55)
C (-2.39, -2.60, 1.91)
C (-1.22, -3.31, 2.40)
O (-0.52, -4.11, 1.42)
C (0.53, -4.87, 1.89)
H (-4.67, -7.07, -0.79)
H (-6.36, -6.39, -0.59)
H (-5.37, -6.72, 0.84)
H (-5.84, -4.54, 1.44)
H (-6.36, -3.74, -0.05)
H (-4.87, -2.37, 1.52)
H (-4.26, -2.54, -0.10)
H (-2.78, -4.30, 0.93)
H (-2.84, -2.03, 2.73)
H (-1.98, -1.95, 1.14)
H (-1.43, -3.96, 3.25)
H (-0.61, -2.46, 2.71)
H (1.53, -4.47, 1.74)
H (0.40, -5.78, 1.31)
H (0.38, -4.99, 2.96)
C (-3.26, -0.77, 5.52)
O (-2.76, 0.32, 4.70)
C (-1.36, 0.21, 4.34)
C (-1.12, 1.31, 3.26)
N (-2.19, 1.31, 2.30)
C (-2.10, 2.50, 1.47)
C (-2.66, 3.80, 2.05)
O (-4.11, 3.68, 2.25)
C (-4.94, 4.10, 1.15)
H (-4.23, -0.58, 6.00)
H (-2.63, -1.01, 6.38)
H (-3.29, -1.65, 4.87)
H (-1.25, -0.81, 3.97)
H (-0.72, 0.51, 5.16)
H (-0.12, 1.19, 2.86)
H (-1.13, 2.21, 3.87)
H (-2.91, 1.37, 3.00)
H (-2.64, 2.26, 0.56)
H (-1.07, 2.70, 1.16)
H (-2.48, 4.64, 1.38)
H (-2.23, 4.00, 3.03)
H (-5.96, 3.79, 1.40)
H (-4.62, 3.73, 0.18)
H (-5.05, 5.19, 1.11)
C (0.41, 2.30, -2.96)
O (-0.01, 2.49, -4.28)
C (1.02, 2.73, -5.25)
C (0.58, 2.79, -6.71)
N (-0.45, 3.86, -6.82)
C (-1.31, 3.62, -7.93)
C (-2.34, 4.74, -8.02)
O (-3.18, 4.59, -6.91)
C (-4.31, 5.42, -6.92)
H (1.29, 1.65, -2.98)
H (-0.44, 1.86, -2.45)
H (0.67, 3.14, -2.31)
H (1.84, 2.02, -5.12)
H (1.38, 3.72, -4.95)
H (0.21, 1.79, -6.93)
H (1.45, 2.96, -7.34)
H (-1.11, 3.71, -6.07)
H (-1.75, 2.63, -7.84)
H (-0.74, 3.74, -8.85)
H (-2.90, 4.63, -8.95)
H (-1.87, 5.71, -8.17)
H (-4.93, 5.19, -6.05)
H (-4.88, 5.39, -7.85)
H (-3.98, 6.44, -6.74)
C (9.03, -1.62, 4.89)
O (8.50, -1.77, 3.57)
C (9.05, -0.75, 2.68)
C (8.34, -1.08, 1.31)
N (6.91, -0.99, 1.39)
C (6.24, -1.49, 0.21)
C (4.78, -1.14, 0.22)
O (3.95, -2.01, 0.98)
C (2.66, -1.58, 1.20)
H (8.91, -2.56, 5.43)
H (8.33, -0.96, 5.42)
H (10.08, -1.34, 4.94)
H (10.13, -0.75, 2.57)
H (8.75, 0.26, 2.97)
H (8.66, -2.07, 0.99)
H (8.83, -0.48, 0.53)
H (6.79, -1.39, 2.31)
H (6.36, -2.57, 0.13)
H (6.59, -1.00, -0.70)
H (4.33, -1.36, -0.75)
H (4.54, -0.11, 0.48)
H (2.23, -2.30, 1.90)
H (2.06, -1.25, 0.35)
H (2.71, -0.64, 1.76)
O (-0.57, 0.20, 0.24)
H (-1.12, 0.53, 0.95)
H (0.06, 0.90, 0.08)
O (0.02, -2.73, -0.73)
H (-0.22, -2.07, -0.08)
H (0.10, -3.54, -0.23)
O (1.62, 2.22, 0.51)
H (2.13, 1.95, 1.27)
H (1.48, 3.16, 0.63)

Properties
- charge = -1
- E_tot (eV) = -54432.78675
- orbital gap (spin up / spin down) (eV) = 2.3 / 9.0
- LUMO (spin up / spin down) (eV) = 2.509 / 2.493
- multiplicity = 2

This record from OMol25 describes C12H48B3BaO16P4 as an isolated structure in a non-equilibrium geometry. The level of theory is wB97M-V/def2-TZVPD.

Atoms and positions in Å:
Ba (-0.14, -1.44, 0.54)
B (1.92, -3.42, 0.88)
H (0.93, -3.41, 1.45)
H (2.32, -2.39, 1.20)
H (2.59, -4.31, 1.26)
H (1.65, -3.47, -0.24)
B (-1.47, -4.00, 0.00)
H (-1.87, -5.11, 0.05)
H (-2.29, -3.24, -0.27)
H (-1.05, -3.76, 1.04)
H (-0.63, -3.87, -0.78)
B (-0.59, -1.25, 3.32)
H (-0.96, -0.32, 2.76)
H (-0.83, -1.22, 4.48)
H (-1.11, -2.16, 2.87)
H (0.56, -1.32, 3.25)
C (-1.96, 3.73, 1.47)
O (-0.78, 3.15, 2.03)
P (0.30, 2.50, 1.05)
O (-0.04, 1.26, 0.36)
O (0.58, 3.68, 0.00)
C (1.13, 4.92, 0.44)
O (1.64, 2.42, 1.90)
C (1.75, 1.43, 2.95)
H (-2.08, 3.43, 0.43)
H (-1.91, 4.82, 1.54)
H (-2.82, 3.35, 2.01)
H (2.15, 5.10, 0.10)
H (1.10, 4.95, 1.53)
H (0.45, 5.72, 0.13)
H (1.92, 1.89, 3.92)
H (2.56, 0.75, 2.68)
H (0.84, 0.83, 3.01)
C (5.26, -0.54, 1.24)
O (4.84, -0.87, -0.07)
P (3.58, -0.31, -0.83)
O (2.29, -0.28, -0.14)
O (3.59, -1.14, -2.18)
C (3.70, -2.58, -2.08)
O (4.07, 1.13, -1.36)
C (4.23, 2.19, -0.43)
H (6.16, 0.08, 1.22)
H (5.48, -1.43, 1.81)
H (4.51, 0.02, 1.80)
H (3.62, -2.92, -1.05)
H (4.65, -2.89, -2.52)
H (2.88, -3.00, -2.65)
H (3.83, 1.92, 0.55)
H (3.64, 3.04, -0.76)
H (5.28, 2.49, -0.39)
C (-0.31, 0.39, -5.71)
O (-0.89, -0.13, -4.52)
P (0.03, -0.82, -3.38)
O (-0.68, -1.15, -2.15)
O (1.08, 0.37, -3.21)
C (0.68, 1.60, -2.65)
O (0.86, -1.94, -4.11)
C (0.18, -3.15, -4.47)
H (0.74, 0.65, -5.61)
H (-0.87, 1.30, -5.93)
H (-0.46, -0.31, -6.54)
H (-0.35, 1.59, -2.27)
H (0.74, 2.43, -3.36)
H (1.30, 1.82, -1.78)
H (0.93, -3.93, -4.28)
H (-0.14, -3.17, -5.51)
H (-0.66, -3.37, -3.81)
C (-4.85, 1.19, -0.69)
O (-5.13, 0.28, 0.35)
P (-3.99, -0.15, 1.41)
O (-2.69, -0.41, 0.81)
O (-4.00, 1.08, 2.44)
C (-3.30, 0.89, 3.67)
O (-4.69, -1.34, 2.16)
C (-6.05, -1.19, 2.58)
H (-4.73, 0.67, -1.65)
H (-3.92, 1.77, -0.63)
H (-5.71, 1.86, -0.75)
H (-3.13, -0.16, 3.93)
H (-3.86, 1.28, 4.53)
H (-2.36, 1.43, 3.65)
H (-6.66, -1.44, 1.71)
H (-6.30, -0.17, 2.87)
H (-6.28, -1.88, 3.39)

Properties
- charge = -1
- E_tot (eV) = -85869.69097
- orbital gap (eV) = 6.4
- energy relative to the best compared isomer or geometry (same formula, charge and spin) (kcal per mole) = 24.0
- LUMO (eV) = 1.976

This record from OMol25 describes a 10-piece molecular cluster, C44H46Br8N6O12 overall in a non-equilibrium geometry. The level of theory is wB97M-V/def2-TZVPD.

Atoms and positions in Å:
Br (21.27, -0.90, 18.98)
C (20.03, 0.02, 20.34)
C (20.48, 1.45, 20.82)
Br (19.20, 2.07, 22.18)
H (19.88, -0.65, 21.19)
H (19.04, 0.21, 19.91)
H (20.54, 2.20, 20.04)
H (21.47, 1.36, 21.26)
Br (20.55, -0.65, 10.84)
C (21.89, 0.52, 9.88)
C (22.70, -0.26, 8.91)
Br (24.00, -1.51, 9.86)
H (22.55, 1.00, 10.60)
H (21.30, 1.33, 9.45)
H (23.28, 0.39, 8.26)
H (22.09, -0.85, 8.23)
Br (11.99, 4.36, 16.13)
C (13.26, 3.16, 15.12)
C (12.72, 1.72, 15.19)
Br (13.60, 0.49, 13.96)
H (14.25, 3.29, 15.57)
H (13.42, 3.51, 14.10)
H (11.66, 1.56, 15.00)
H (12.92, 1.34, 16.19)
Br (16.59, -0.75, 21.99)
C (16.20, 0.22, 20.35)
C (14.67, 0.42, 20.26)
Br (14.16, 1.64, 18.84)
H (16.57, -0.22, 19.43)
H (16.73, 1.17, 20.43)
H (14.20, 0.89, 21.13)
H (14.08, -0.49, 20.17)
C (17.15, -4.57, 12.35)
C (17.92, -4.14, 11.22)
C (17.87, -2.74, 10.80)
C (17.26, -1.72, 11.63)
C (16.59, -2.21, 12.78)
C (16.56, -3.56, 13.17)
N (17.22, -0.28, 11.23)
O (17.28, -0.03, 10.04)
O (17.06, 0.57, 12.10)
H (17.10, -5.60, 12.67)
H (18.40, -4.87, 10.58)
H (18.35, -2.32, 9.93)
H (16.06, -1.48, 13.37)
H (16.03, -3.91, 14.04)
C (20.85, -2.92, 13.69)
C (20.42, -3.78, 14.68)
C (21.12, -3.90, 15.89)
C (22.20, -2.98, 16.07)
C (22.59, -2.09, 15.05)
C (21.93, -2.09, 13.81)
N (22.96, -3.06, 17.36)
O (22.79, -4.06, 18.09)
O (23.91, -2.30, 17.62)
H (20.25, -3.01, 12.80)
H (19.53, -4.36, 14.52)
H (20.83, -4.65, 16.62)
H (23.50, -1.52, 15.12)
H (22.21, -1.48, 12.96)
C (24.84, 6.53, 20.30)
C (25.53, 6.29, 19.07)
C (25.10, 5.22, 18.31)
C (24.02, 4.42, 18.68)
C (23.36, 4.71, 19.91)
C (23.80, 5.75, 20.72)
N (23.54, 3.25, 17.86)
O (22.53, 2.73, 18.24)
O (24.17, 2.79, 16.88)
H (25.07, 7.38, 20.93)
H (26.33, 6.93, 18.76)
H (25.69, 4.95, 17.44)
H (22.49, 4.13, 20.18)
H (23.31, 6.04, 21.64)
C (16.30, -1.71, 16.49)
C (17.73, -1.72, 16.49)
C (18.40, -2.41, 17.47)
C (17.70, -3.13, 18.52)
C (16.30, -3.07, 18.53)
C (15.63, -2.34, 17.55)
N (18.40, -3.83, 19.62)
O (19.63, -3.51, 19.81)
O (17.78, -4.65, 20.23)
H (15.80, -1.21, 15.67)
H (18.32, -1.13, 15.80)
H (19.47, -2.34, 17.44)
H (15.69, -3.55, 19.28)
H (14.55, -2.36, 17.56)
C (22.72, 6.13, 15.38)
C (21.62, 6.21, 14.60)
C (21.50, 5.50, 13.44)
C (22.56, 4.64, 12.95)
C (23.73, 4.57, 13.76)
C (23.80, 5.30, 14.94)
N (22.42, 3.76, 11.75)
O (21.33, 3.69, 11.22)
O (23.42, 3.17, 11.35)
H (22.88, 6.74, 16.26)
H (20.82, 6.89, 14.88)
H (20.63, 5.61, 12.81)
H (24.37, 3.77, 13.42)
H (24.63, 5.12, 15.60)
C (21.02, 1.33, 14.26)
C (19.76, 1.54, 13.62)
C (18.67, 1.76, 14.39)
C (18.77, 1.66, 15.81)
C (20.03, 1.45, 16.41)
C (21.19, 1.30, 15.64)
N (17.52, 1.60, 16.61)
O (17.75, 1.64, 17.84)
O (16.40, 1.58, 16.08)
H (21.95, 1.21, 13.71)
H (19.71, 1.58, 12.54)
H (17.66, 1.72, 14.00)
H (20.06, 1.35, 17.49)
H (22.12, 1.00, 16.10)

Properties
- charge = 0
- E_tot (eV) = -640206.59607
- orbital gap (eV) = 8.6
- SMILES string = O=[N+]([O-])c1ccccc1.O=[N+]([O-])c1ccccc1.O=[N+]([O-])c1ccccc1.O=[N+]([O-])c1ccccc1.O=[N+]([O-])c1ccccc1.O=[N+]([O-])c1ccccc1.BrCCBr.BrCCBr.BrCCBr.BrCCBr
- energy relative to the best compared isomer or geometry (same formula, charge and spin) (kcal per mole) = 67.2
- LUMO (eV) = -1.077